This record from OMol25 describes a molecular structure, C21H19N6O3S4V. The level of theory is ωB97M-V with the def2-TZVPD basis set.

XYZ file:
```
54
Properties=species:S:1:pos:R:3:mulliken_charge:R:1
V 0.66215 1.16893 0.53245 0.07
C -4.21600 -0.59087 -4.31037 -1.15
C -4.35464 -0.47225 -2.84060 0.90
N -5.31502 -0.95256 -2.11104 -0.84
N -4.97192 -0.59706 -0.83447 0.23
C -3.82187 0.09709 -0.75653 0.10
S -2.99024 0.71665 0.55881 -0.35
N -3.44919 0.19364 -2.05890 0.45
N -2.20711 0.69650 -2.46055 -0.59
H -5.06868 -1.13598 -4.70539 0.34
H -3.29353 -1.11573 -4.56130 0.28
H -4.17604 0.39460 -4.77634 0.29
H -5.55607 -0.84487 -0.05712 0.17
H -1.82713 1.13660 -1.61773 -0.22
H -2.36399 1.46157 -3.11221 0.34
S 4.01072 -1.68255 -0.66550 -0.40
C 2.56937 -2.43825 -1.27057 0.80
C 2.44033 -3.59963 -2.02519 -0.67
C 1.17172 -3.97668 -2.42247 -0.51
C 0.05239 -3.20267 -2.09061 -0.78
C 0.18193 -2.04995 -1.34328 0.15
C 1.45481 -1.67871 -0.91482 -0.57
N 1.76247 -0.55541 -0.16058 0.17
C 3.04996 -0.42540 0.03066 1.19
C 3.55231 0.73496 0.75885 0.37
C 4.90197 0.98045 0.99162 -0.92
C 5.26774 2.13206 1.66515 -0.65
C 4.29224 3.03553 2.07850 -0.86
C 2.94769 2.79754 1.81744 0.05
C 2.54978 1.63559 1.15864 0.54
H 3.30591 -4.18716 -2.30057 0.41
H 1.04487 -4.87529 -3.01102 0.39
H -0.92698 -3.50709 -2.43536 0.45
H -0.67164 -1.41806 -1.12123 0.11
H 5.66111 0.28419 0.65065 0.37
H 6.31272 2.33741 1.85653 0.40
H 4.58853 3.94475 2.58711 0.40
H 2.21013 3.54304 2.09216 0.39
C -1.19113 -0.92809 4.56833 -0.13
C -0.57898 0.31521 4.59209 -0.90
C -0.04904 0.81414 3.41900 -0.10
N -0.09990 0.14073 2.26348 0.39
C -0.69682 -1.05409 2.24397 0.07
C -1.24976 -1.62522 3.37354 -0.87
H -1.62141 -1.34502 5.46937 0.41
H -0.51722 0.89662 5.50047 0.41
H 0.42543 1.78734 3.38629 0.32
H -0.72772 -1.56347 1.29064 0.26
H -1.72492 -2.59323 3.30691 0.43
O -1.52046 3.91025 -0.95603 -0.62
S -0.22937 3.61231 -0.40147 1.07
O -0.36399 2.75731 0.86633 -0.50
O 0.66058 4.71388 -0.16623 -0.63
S 0.70389 2.17640 -1.57154 -0.47
```

LUMO level (spin up / spin down): -0.338 / -0.432 eV
HOMO level (spin up / spin down): -8.1 / -8.1 eV
relative energy (zero: lowest compared OMol25 entry of this formula, charge and spin): 43.22 kJ/mol
2S+1: 3


This record from OMol25 describes 5 unconnected molecules or ions with the total composition C41H71N5O4 at a distorted geometry. The level of theory is ωB97M-V with the def2-TZVPD basis set.

XYZ file:
```
121
Properties=species:S:1:pos:R:3:mulliken_charge:R:1
C -6.13436 3.97502 5.05361 -1.32
C -7.37531 3.41298 4.33522 -0.14
C -7.37277 3.63670 2.82250 -0.91
C -8.21899 2.58569 2.08340 -0.89
C -7.36823 1.40127 1.63121 -0.61
C -6.68670 1.63373 0.28628 -0.81
C -5.70214 0.51618 -0.05542 0.03
C -4.65828 0.89050 -1.12363 -0.50
C -4.72628 -0.01721 -2.35336 -0.86
C -3.56932 0.25931 -3.31281 -0.82
C -2.36531 -0.67012 -3.05273 -0.57
C -0.99728 0.02521 -3.02282 -0.55
C 0.05242 -0.58331 -3.95634 -1.07
C 1.47125 -0.54317 -3.35924 -0.63
C 1.75951 -1.74471 -2.51683 0.18
C 2.72055 -2.71440 -2.77632 0.89
O 3.61741 -2.69257 -3.80229 -0.55
C 4.89845 -2.17529 -3.42942 -0.43
C 5.52006 -1.40246 -4.58269 -0.68
C 5.63057 0.10021 -4.33765 -1.39
C 2.58589 -3.72172 -1.83084 -0.12
O 3.36946 -4.76549 -1.49235 -0.25
O 1.51840 -3.46589 -1.01893 -0.36
C 1.12233 -2.13527 -1.29164 0.28
O 0.41701 -1.54358 -0.50578 -0.73
H -6.41471 4.78412 5.72043 0.28
H -5.66842 3.21071 5.66680 0.25
H -5.42241 4.36622 4.33386 0.45
H -8.26435 3.87721 4.76001 0.32
H -7.47295 2.34564 4.53745 0.25
H -7.79423 4.62129 2.62691 0.35
H -6.35132 3.60922 2.44977 0.42
H -8.74481 3.04578 1.24879 0.44
H -8.97492 2.21610 2.77662 0.38
H -8.00179 0.51969 1.53391 0.44
H -6.60821 1.20823 2.38958 0.33
H -6.20274 2.60873 0.25667 0.44
H -7.47638 1.61701 -0.46511 0.15
H -6.29041 -0.29740 -0.48266 0.38
H -5.21994 0.12902 0.83957 -0.31
H -3.66644 0.74484 -0.69585 0.22
H -4.78652 1.92122 -1.44457 0.39
H -5.69962 0.11049 -2.82979 0.34
H -4.69539 -1.04588 -1.99322 0.41
H -3.27236 1.30112 -3.20552 0.48
H -3.92148 0.14362 -4.33680 0.35
H -2.55505 -1.18778 -2.11464 0.26
H -2.36710 -1.43189 -3.83095 0.38
H -1.12942 1.07989 -3.25944 0.41
H -0.61825 -0.01767 -2.00560 0.24
H -0.18805 -1.62791 -4.14236 0.55
H 0.02604 -0.06911 -4.91717 0.38
H 2.18070 -0.57567 -4.18406 0.14
H 1.61109 0.37137 -2.78471 0.44
H 4.79058 -1.52342 -2.56276 0.41
H 5.55270 -3.00456 -3.14230 0.30
H 4.91732 -1.55916 -5.47389 0.32
H 6.51219 -1.78511 -4.81734 0.50
H 5.93420 0.34775 -3.32247 0.38
H 6.36586 0.53702 -5.00149 0.37
H 4.69229 0.59726 -4.56727 0.42
C 5.67107 -2.22283 2.09363 -1.01
C 4.42645 -2.87091 2.68972 -0.44
C 4.27053 -4.34847 2.29661 -0.56
C 4.15350 -4.48559 0.85326 0.25
N 4.01401 -4.54893 -0.28107 0.07
H 5.63380 -2.20987 1.00276 0.22
H 5.75584 -1.19013 2.42678 0.34
H 6.57650 -2.75115 2.39846 0.31
H 3.53935 -2.31918 2.37603 0.31
H 4.46805 -2.81733 3.77721 0.32
H 3.37554 -4.77855 2.75046 0.29
H 5.13134 -4.93354 2.62513 0.33
C -8.57810 0.97341 8.76390 -1.16
C -9.86483 1.70742 8.40466 -0.52
C -9.66970 2.72891 7.27808 -0.14
C -8.70233 3.75828 7.65298 0.31
N -7.94809 4.56565 7.95220 -0.51
H -7.81895 1.66246 9.13553 0.36
H -8.76336 0.23586 9.54438 0.34
H -8.16770 0.45109 7.89788 0.30
H -10.25600 2.21419 9.28854 0.31
H -10.62094 0.98651 8.08923 0.31
H -10.61260 3.22047 7.03654 0.33
H -9.30909 2.23489 6.37438 0.09
C 8.42343 3.45724 -3.59597 -0.70
C 8.57742 4.26619 -4.87746 -0.43
C 7.24566 4.80985 -5.41072 -0.49
C 6.29793 3.74447 -5.73664 0.31
N 5.55344 2.91252 -5.98930 -0.43
H 7.81263 2.57381 -3.76386 -0.03
H 9.39452 3.11682 -3.23877 0.30
H 7.96086 4.05572 -2.80689 0.36
H 9.04754 3.64568 -5.64249 0.29
H 9.24323 5.11283 -4.69895 0.30
H 7.40916 5.39717 -6.31477 0.29
H 6.77922 5.46076 -4.66950 0.27
C 11.60133 -1.48907 -2.61137 -1.13
C 10.26396 -2.16365 -2.33022 -0.52
C 9.32216 -2.14924 -3.54009 -0.14
C 9.00897 -0.78355 -3.95556 0.25
N 8.75811 0.29053 -4.26148 -0.36
H 11.46971 -0.43395 -2.85365 0.32
H 12.25114 -1.54774 -1.73865 0.34
H 12.11517 -1.96847 -3.44631 0.29
H 9.77600 -1.66927 -1.48800 0.30
H 10.43328 -3.20134 -2.03765 0.34
H 8.38510 -2.65510 -3.30369 0.01
H 9.77732 -2.66876 -4.38481 0.34
C -1.83967 -3.38371 2.74138 -1.14
C -3.31735 -3.55342 2.40847 -0.56
C -4.13598 -2.28116 2.66077 -0.02
C -4.08361 -1.88226 4.06604 0.27
N -4.04767 -1.58666 5.17139 -0.49
H -1.69553 -3.16195 3.80006 0.37
H -1.29171 -4.29889 2.51744 0.34
H -1.39491 -2.57625 2.15726 0.28
H -3.73468 -4.37261 2.99726 0.31
H -3.42206 -3.82737 1.35762 0.33
H -5.17961 -2.44102 2.38812 0.31
H -3.75292 -1.46040 2.05218 0.01
```

LUMO level: -0.304 eV
HOMO level: -6.4 eV


This record from OMol25 describes a molecular structure, C19H13N4O9SW at a distorted geometry. The level of theory is ωB97M-V with the def2-TZVPD basis set.

XYZ file:
```
47
Properties=species:S:1:pos:R:3:mulliken_charge:R:1
W -0.71652 -0.75579 0.24966 1.86
C 4.54253 5.48073 -1.42066 -1.43
C 3.58746 4.36983 -1.15219 0.86
C 3.99812 3.25121 -0.39819 -0.98
C 3.14095 2.21786 -0.13674 -0.58
C 1.83083 2.31924 -0.67300 0.53
C 1.37914 3.41984 -1.44506 -0.49
C 2.28034 4.42567 -1.67235 -0.85
S 0.75974 1.14527 -0.31674 2.11
O -0.57009 1.17887 -0.98704 -0.61
O 1.18429 -0.30851 -0.52191 -0.69
N 0.25357 0.81171 1.24510 -0.41
C -0.94890 1.41047 1.72315 0.60
C -1.17831 2.51236 2.49208 -0.92
C -2.51443 2.73314 2.83926 -0.15
C -3.52369 1.85469 2.42943 -0.82
C -3.21515 0.75246 1.66811 0.04
N -1.92462 0.56673 1.32499 -0.23
H 5.31668 5.54077 -0.65890 0.41
H 4.02909 6.43707 -1.50290 0.42
H 5.03760 5.29513 -2.38036 0.34
H 5.01235 3.20699 -0.02315 0.44
H 3.46221 1.35640 0.43531 0.50
H 0.37937 3.45332 -1.85749 0.51
H 1.98275 5.27696 -2.27099 0.46
H -0.37041 3.15061 2.82285 0.54
H -2.77248 3.59382 3.44398 0.49
H -4.55464 2.02257 2.70958 0.47
H -3.94647 0.03211 1.32930 0.53
O -0.22608 -3.47605 3.12941 -0.25
C -0.50569 -3.25902 2.03440 0.04
O 0.04824 -1.94395 1.38666 -0.62
C -1.20299 -3.97446 0.94243 0.77
C -1.02058 -5.31658 0.60448 -0.38
C -1.34541 -5.71348 -0.68743 -0.44
C -1.65905 -4.82364 -1.70455 -0.45
C -1.83613 -3.50697 -1.30862 0.52
C -1.79100 -3.15217 0.01924 0.10
O -2.20700 -1.88386 0.40258 -0.42
N -1.67418 -2.38281 -2.20500 1.05
O -1.93614 -2.38461 -3.33837 -0.34
O -1.01395 -1.32106 -1.71629 -0.67
N -1.18088 -7.14526 -1.04690 0.99
O -0.91314 -7.88641 -0.13499 -0.53
O -1.20832 -7.39746 -2.22675 -0.53
H -0.58974 -6.03485 1.29429 0.61
H -1.67930 -5.14887 -2.73974 0.60
```

LUMO level: -12.644 eV
HOMO level: -18.6 eV
relative energy (zero: lowest compared OMol25 entry of this formula, charge and spin): 123.43 kJ/mol
net charge: +3